Record 1
# C5H6O

An isolated molecule of C5H6O (ωB97M-V with the def2-TZVPD basis set, OMol25).

Output
- E_LUMO (eV) = -0.78
- frontier orbital gap (eV) = 9.70
- HOMO (eV) = -10.482

The geometry in ORCA input format:
```
! wB97M-V def2-TZVPD RIJCOSX def2/J DEFGRID3
* xyz 0 1
C 0.95210 -0.87700 0.71362
C 0.77717 0.47675 0.02979
C -0.43776 0.51808 -0.91110
C -0.15104 0.67915 -2.17279
C -1.81405 0.32774 -0.33919
O -2.11466 -0.63815 0.31796
H 0.05625 -1.15772 1.27179
H 1.14961 -1.66106 -0.02358
H 1.79903 -0.82982 1.40672
H 1.67659 0.73516 -0.54047
H 0.63849 1.27651 0.76806
H -2.53173 1.15034 -0.52081
*
```

***

Record 2
# C5H7BrO

A cluster of 2 separate species, C5H7BrO in total in a non-equilibrium geometry (ωB97M-V with the def2-TZVPD basis set, OMol25).

Output
- E_LUMO (alpha / beta) (eV) = -0.23 / -0.32
- frontier orbital gap (alpha / beta) (eV) = 8.31 / 8.33
- HOMO (alpha / beta) (eV) = -8.545 / -8.659

The geometry in ORCA input format:
```
! wB97M-V def2-TZVPD RIJCOSX def2/J DEFGRID3
* xyz 0 1
C -0.62926 1.93553 0.34636
C 1.79277 -1.45898 0.64607
C -0.64828 0.68019 0.17885
C 1.83172 -0.14636 0.66752
C -1.57733 -0.19669 -0.57146
O -1.04173 -0.91904 -1.61994
Br 2.78973 1.26828 0.16983
H -1.38673 2.61202 -0.06033
H 0.06289 2.48551 0.94153
H 2.61430 -2.13320 0.35623
H 0.95817 -2.04898 0.99121
H -1.79044 -0.83665 0.31714
H -2.63835 0.23435 -0.93223
H -0.33746 -1.47600 -1.43080
*
```

***

Record 3
# C24H37Br4CaCl5F5N5O9

A structure of composition C24H37Br4CaCl5F5N5O9 in a non-equilibrium geometry (ωB97M-V with the def2-TZVPD basis set, OMol25).

Output
- E_LUMO (eV) = -3.57
- frontier orbital gap (eV) = 1.57
- HOMO (eV) = -5.142

The geometry in ORCA input format:
```
! wB97M-V def2-TZVPD RIJCOSX def2/J DEFGRID3
* xyz 0 1
C -1.22730 0.31700 2.22268
C -0.23325 -0.60572 3.07079
Cl -0.75606 -2.35687 2.92859
C 1.32754 -0.40972 2.72956
C 1.45022 0.38690 1.37021
C 1.23589 -0.23817 -0.04030
C 0.87025 -1.74884 -0.26957
F -0.55946 -1.94254 -0.15916
F 1.44260 -2.62664 0.70720
C 1.29056 -2.35311 -1.68604
F 1.20807 -3.77644 -1.55125
F 2.63865 -2.06881 -1.94044
F 0.42000 -2.02458 -2.73292
C 1.35607 0.71907 -1.20773
N 1.62754 2.07769 -1.24674
N 1.84305 2.51708 0.00542
C 1.78820 1.84586 1.22973
O 2.06182 2.58176 2.42444
H -1.03200 1.43965 2.39775
H -1.28405 0.04432 1.11764
H -2.28025 0.13312 2.64946
H -0.36344 -0.31369 4.17358
H 1.77554 0.23957 3.56423
H 1.89192 -1.40235 2.75561
H 1.19501 0.25091 -2.24621
H 2.08803 3.52724 0.04883
H 3.04536 2.56301 2.49997
C -3.35090 -5.26730 3.63943
O -3.99501 -4.23751 3.51855
N -3.85476 -6.38189 4.22370
N -2.07154 -5.38587 3.19977
H -3.34153 -7.23693 4.33232
H -4.80016 -6.33295 4.56491
H -1.66507 -4.57637 2.76460
H -1.52301 -6.22144 3.28829
Cl -3.51302 -6.42216 -2.59583
C -2.48533 -4.98149 -2.37482
C -3.25825 -3.80743 -1.79175
Cl -4.45327 -3.13991 -2.94280
H -2.03752 -4.73125 -3.34557
H -1.68173 -5.26819 -1.69476
H -2.57027 -2.99506 -1.54751
H -3.78934 -4.08848 -0.88076
Br 1.61937 3.45878 -2.83746
C 1.39790 4.63330 -4.38834
C 0.61995 5.87617 -4.02908
Br -1.28670 5.49712 -3.87534
H 0.92650 4.03962 -5.17175
H 2.41402 4.89153 -4.69616
H 0.69611 6.62171 -4.82209
H 0.93133 6.32321 -3.08477
O -1.87693 -4.67603 6.76629
H -1.94770 -4.84026 5.83037
Br 5.48900 3.26612 1.71306
C 5.80133 4.91951 2.69873
C 6.56772 4.66002 3.97100
Br 5.41433 3.89818 5.34546
H 4.82746 5.37816 2.86723
H 6.38154 5.54802 2.02156
H 6.93469 5.59564 4.39545
H 7.40257 3.97236 3.83991
Ca -3.93286 -4.67218 -4.48931
C -4.11240 7.08721 -0.11566
C -4.63018 8.46242 -0.41375
O -3.67404 8.97191 -1.33346
C -3.07729 7.90132 -1.92720
O -2.34453 7.97304 -2.86898
O -3.42436 6.73860 -1.30964
H -4.91263 6.37596 0.09317
H -3.40280 7.07804 0.71674
H -5.61141 8.44483 -0.89695
H -4.68529 9.08964 0.47700
Cl -0.58018 -10.96777 -2.97495
C 0.45020 -9.53182 -2.75857
C -0.31548 -8.36435 -2.16873
Cl -1.51749 -7.69717 -3.30937
H 0.88625 -9.27843 -3.72581
H 1.25949 -9.82158 -2.08544
H 0.37474 -7.55329 -1.92730
H -0.83978 -8.64871 -1.25472
C -2.90134 -1.76921 7.97005
O -2.04625 -1.36547 7.18017
O -3.96348 -2.35703 7.64603
O -2.84541 -1.64927 9.21727
C 5.12258 3.11942 -6.68809
C 4.27745 4.15735 -7.28568
N 3.61473 4.97202 -7.75529
H 5.61119 3.47275 -5.77730
H 4.54359 2.23245 -6.42120
H 5.90909 2.79891 -7.37489
*
```

***

Record 4
# C2H7S

A cluster of 2 separate species, C2H7S in total in a non-equilibrium geometry (ωB97M-V with the def2-TZVPD basis set, OMol25).

Output
- E_LUMO (eV) = 2.50
- frontier orbital gap (eV) = 4.24
- HOMO (eV) = -1.741

The geometry in ORCA input format:
```
! wB97M-V def2-TZVPD RIJCOSX def2/J DEFGRID3
* xyz -1 1
C -0.57032 -5.62475 -0.47601
H -1.12522 -4.88702 0.00324
H -0.67812 -6.52606 0.11660
H 0.51571 -5.37651 -0.62963
H -1.03586 -5.97015 -1.52635
C 0.60327 5.64678 0.55199
S 0.33526 6.32287 -0.95788
H 1.58293 5.08402 0.75019
H 0.58610 6.41278 1.33173
H -0.21376 4.91806 0.83611
*
```

***

Record 5
# C14H27GaI2NO6S2

A structure of composition C14H27GaI2NO6S2 (ωB97M-V with the def2-TZVPD basis set, OMol25).

Output
- E_LUMO (eV) = 2.05
- frontier orbital gap (eV) = 7.08
- HOMO (eV) = -5.027

The geometry in ORCA input format:
```
! wB97M-V def2-TZVPD RIJCOSX def2/J DEFGRID3
* xyz -1 1
C -3.54708 1.40364 2.67297
C -2.63950 0.84193 1.62058
I -2.86006 1.89305 -0.19757
C -1.74367 -0.13552 1.64167
I -1.53245 -1.12998 3.53016
Ga -0.45279 -0.82351 0.19341
C 1.12333 0.48431 0.13392
C 0.81875 1.81390 -0.42955
N 0.89818 2.17693 -1.65084
C 0.34258 -2.60102 0.82353
O 0.47559 -3.58187 -0.22260
O 1.33170 -3.01635 -1.22489
H -3.54658 0.78421 3.56656
H -4.56116 1.51320 2.28717
H -3.20478 2.40383 2.94709
H -1.17668 -1.02541 -1.20828
H 1.91122 -0.00570 -0.44587
H 1.42890 0.56304 1.18274
H 0.49551 2.57158 0.28834
H 1.21592 1.38684 -2.21900
H 1.34563 -2.44867 1.26769
H -0.24442 -3.10825 1.59196
H 2.13176 -2.79110 -0.72553
C 2.37986 3.25763 4.64375
C 1.55812 4.29710 5.42063
C 0.47798 4.82645 4.47109
S 0.13740 3.48865 3.30669
O 0.54503 3.91009 1.99252
O -1.18429 2.97088 3.53535
C 1.36818 2.35641 3.94695
H 3.03382 2.68474 5.30023
H 3.00372 3.75718 3.89935
H 1.09026 3.81948 6.28395
H 2.18206 5.10934 5.79258
H -0.45249 5.07911 4.97304
H 0.82562 5.67500 3.88494
H 1.76908 1.78334 3.11369
H 0.86114 1.69314 4.64805
C 0.34176 -3.60992 -4.29619
C -1.18823 -3.65532 -4.36793
C -1.60788 -2.92597 -5.64962
S -0.24273 -3.12496 -6.80785
O 0.32965 -1.83285 -7.09524
O -0.63678 -3.98683 -7.89828
C 0.83872 -4.00262 -5.68338
H 0.72824 -4.27023 -3.52335
H 0.66341 -2.59734 -4.04817
H -1.52447 -4.69410 -4.40808
H -1.63706 -3.19505 -3.48920
H -2.50011 -3.34312 -6.10995
H -1.73581 -1.85676 -5.49128
H 1.86608 -3.71522 -5.89484
H 0.69984 -5.06734 -5.87313
*
```

***

Record 6
# C30H24Cl46NO2PS

A cluster of 15 separate species, C30H24Cl46NO2PS in total in a non-equilibrium geometry (ωB97M-V with the def2-TZVPD basis set, OMol25).

Output
- E_LUMO (eV) = -2.18
- frontier orbital gap (eV) = 6.53
- HOMO (eV) = -8.709

The geometry in ORCA input format:
```
! wB97M-V def2-TZVPD RIJCOSX def2/J DEFGRID3
* xyz 0 1
O -0.40061 -0.66037 0.01795
C -0.92905 0.04849 -0.98136
C -0.04858 0.71255 -2.23857
C 1.42171 1.40245 -1.92674
C 1.97476 1.47012 -0.39730
C 3.44911 2.15620 -0.36575
C 4.12985 2.64906 -1.73124
N 3.64803 2.65060 -3.14072
C 2.30232 2.01426 -3.11756
C -0.68819 0.63077 -3.59477
C -2.20210 -0.02970 -3.86233
O -2.49992 -0.71521 -4.97403
C -3.27701 0.22349 -2.60582
C -4.89596 0.40361 -2.79078
Cl -5.71232 0.31381 -4.45189
C -5.76901 0.69451 -1.40933
C -5.06753 0.79731 0.09645
P -6.10183 1.18691 1.68904
S -4.87358 2.10853 2.94144
C -3.43555 0.57651 0.29689
C -2.57684 0.28924 -1.08819
H 1.44710 1.09525 0.57708
H 4.01444 2.28772 0.66127
H 5.22993 3.10364 -1.61167
H 1.79263 1.95192 -4.19780
H -0.16052 1.05697 -4.54840
H -6.94760 0.83769 -1.45306
H -6.71730 0.02035 2.27100
H -7.08485 2.19351 1.28840
H -2.87188 0.63994 1.32526
C -2.58221 4.78081 5.21679
Cl -1.28719 4.95395 4.01993
Cl -2.88828 3.06946 5.55899
Cl -2.17339 5.64962 6.70586
H -3.49445 5.21769 4.80255
C -4.02907 -3.64607 -0.51153
Cl -3.14653 -4.74404 -1.58629
Cl -3.68617 -1.95844 -0.92846
Cl -5.77020 -3.96488 -0.58988
H -3.69234 -3.82291 0.51316
C 1.50124 6.40144 7.76525
Cl 1.85932 8.12776 7.58884
Cl 2.59965 5.43315 6.76756
Cl 1.61155 5.91370 9.46503
H 0.47860 6.22517 7.42205
C -1.41054 -3.99957 -5.12054
Cl -0.11552 -3.82642 -6.31740
Cl -1.71662 -5.71092 -4.77834
Cl -1.00173 -3.13075 -3.63147
H -2.32279 -3.56269 -5.53478
C 1.40460 -4.73114 -10.07432
Cl -0.34073 -5.03648 -10.06199
Cl 1.82859 -3.49639 -8.87637
Cl 2.30037 -6.22881 -9.76794
H 1.68218 -4.36020 -11.06427
C -0.86312 10.93985 8.36379
Cl -1.43261 11.14526 10.02903
Cl -1.76415 9.64736 7.55317
Cl -1.00983 12.45924 7.46422
H 0.19240 10.65762 8.39329
C -5.05662 -7.91231 -5.50230
Cl -3.76160 -7.73916 -6.69916
Cl -5.36269 -9.62365 -5.16010
Cl -4.64780 -7.04349 -4.01323
H -5.96886 -7.47543 -5.91654
C 4.51316 -1.22362 -6.62713
Cl 6.25625 -1.39828 -6.36129
Cl 3.69727 -2.78652 -6.45062
Cl 3.82892 -0.03443 -5.50599
H 4.35474 -0.86575 -7.64766
C -4.50545 -2.20108 3.06033
Cl -5.07493 -1.99567 4.72557
Cl -5.40648 -3.49358 2.24971
Cl -4.65216 -0.68169 2.16076
H -3.44993 -2.48331 3.08983
C 3.18073 1.80837 5.18737
Cl 3.02348 0.10439 5.64700
Cl 4.11585 1.96519 3.69056
Cl 1.58359 2.55326 5.00411
H 3.71553 2.33185 5.98399
C -0.83447 -5.87106 1.58118
Cl 0.15267 -6.56117 2.88073
Cl -2.17778 -4.93080 2.25269
Cl 0.15810 -4.86338 0.51408
H -1.24982 -6.69214 0.99130
C -9.12613 -8.56661 -3.58998
Cl -8.13899 -9.25672 -2.29043
Cl -10.46944 -7.62635 -2.91847
Cl -8.13356 -7.55893 -4.65708
H -9.54148 -9.38770 -4.17986
C 7.60334 2.76508 1.68972
Cl 6.48932 2.72239 0.31252
Cl 7.63870 4.38295 2.41133
Cl 7.14421 1.55431 2.89907
H 8.60700 2.52727 1.32811
C 7.25483 2.07088 6.65641
Cl 8.24197 1.38077 7.95596
Cl 5.91152 3.01113 7.32792
Cl 8.24740 3.07856 5.58931
H 6.83948 1.24979 6.06653
C 11.45348 2.89029 -0.74528
Cl 9.70816 2.58496 -0.73295
Cl 11.87748 4.12505 0.45268
Cl 12.34926 1.39262 -0.43889
H 11.73107 3.26123 -1.73522
*
```